DFT (ωB97M-V with the def2-TZVPD basis set) results for a structure of composition C20H24As2MnN3O2Se.

Last column: natural (NBO) charge in e.
Element x y z (Å)
1 H -3.6052 -0.0525 6.1520  0.268
2 H -3.9752 -1.1509 0.4413  0.268
3 H 1.7027 1.2195 -1.3951  0.205
4 O -1.3093 -3.2818 -1.7195  -0.462
5 H -2.0057 -1.8644 6.5479  0.267
6 H -1.0172 -4.2327 2.3524  0.272
7 H -4.7796 0.1552 1.3625  0.291
8 C -3.0431 0.2249 4.1025  -0.192
9 C 1.4823 -2.4804 2.4934  -0.909
10 H -2.5273 0.4169 -3.5896  0.296
11 H 4.3483 3.6460 2.1011  0.275
12 H -2.1141 -3.5470 1.1136  0.263
13 As -0.2510 -1.9214 1.7648  1.088
14 C -2.2022 -0.2110 3.0805  -0.394
15 H -2.6385 -1.9517 -3.8474  0.294
16 As -2.3107 0.5778 1.2903  1.314
17 C 4.1118 3.1953 0.0049  -0.180
18 H 3.6679 2.5612 -1.9967  0.260
19 C 2.2601 1.7417 -0.6209  -0.320
20 C -1.3044 -1.2634 3.2861  -0.372
21 N 0.8050 1.0063 1.2290  -0.858
22 H -0.5661 -2.6964 4.7238  0.236
23 Mn -0.3373 -0.0778 0.0982  1.145
24 C 3.7750 3.1467 1.3355  -0.127
25 N 2.1817 2.3034 2.9494  -0.500
26 H -3.7624 1.0209 3.9232  0.244
27 H -0.8291 0.3900 -4.0145  0.296
28 C -4.0119 -0.0697 0.6050  -0.927
29 C -2.6711 2.4885 1.4422  -0.931
30 H -3.7036 2.6279 1.8039  0.290
31 C -1.6579 -1.6083 -3.5035  -0.523
32 C 2.6349 2.4087 1.7127  0.083
33 H 1.3107 -3.1542 3.3451  0.277
34 H -0.9324 -2.0222 -4.2085  0.296
35 C -1.2401 -1.8636 4.5428  -0.136
36 Se 0.7991 1.3425 3.0828  1.090
37 H 2.0335 -3.0463 1.7287  0.279
38 C -1.3976 -2.1626 -2.1166  0.698
39 C -1.2674 0.0973 -1.9205  0.681
40 C -2.9587 -0.3783 5.3515  -0.141
41 H -0.5289 -4.1865 0.6299  0.287
42 H 2.0982 -1.6387 2.8259  0.258
43 C -1.5756 -0.0827 -3.3693  -0.517
44 H 4.9552 3.7827 -0.3204  0.270
45 H -4.2814 0.4509 -0.3207  0.271
46 C 1.8582 1.6840 0.7226  0.262
47 H -1.9771 3.0090 2.1128  0.274
48 H -2.6049 2.9246 0.4363  0.283
49 C 3.3639 2.4970 -0.9614  -0.038
50 C -1.0694 -3.6535 1.4187  -0.904
51 O -1.0646 1.1309 -1.2343  -0.622
52 N -1.2402 -1.0501 -1.2448  -0.679
53 C -2.0563 -1.4071 5.5700  -0.152

As for the spin multiplicity: 4. The value obtained for the LUMO energy (spin up / spin down) is -12.83 / -11.22 eV. As for the total charge: +3.